50
Properties=species:S:1:pos:R:3:forces:R:3:mulliken_charge:R:1 method="wB97M-V/def2-TZVPD" energy_ev=-105073.6091 multiplicity=1 e_homo_ha="-0.18977 / -0.18969"
P -1.323 4.689 -1.359 -2.917 -0.266 -1.669 1.506
P -1.700 2.507 -4.531 0.787 -1.973 -0.867 0.919
C -1.270 4.969 -3.201 0.261 0.121 -0.388 -1.394
C -2.187 4.167 -4.099 0.237 0.268 0.526 -0.853
H -0.226 4.793 -3.486 -0.035 0.238 0.002 0.433
H -1.497 6.030 -3.396 0.093 -0.432 0.164 0.840
H -3.190 4.107 -3.665 0.099 -0.003 -0.144 0.497
H -2.263 4.653 -5.082 -0.154 0.063 0.207 0.443
C -0.621 2.508 -6.001 -0.030 0.779 -0.199 -1.757
H -0.586 1.489 -6.423 -0.006 0.423 0.307 0.363
H 0.391 2.855 -5.744 -0.310 -0.213 -0.160 0.336
H -1.082 3.183 -6.741 0.373 -0.222 0.053 0.511
C -3.292 2.068 -5.391 -0.442 -0.445 -0.102 -1.682
H -3.141 2.144 -6.476 0.160 0.075 0.240 0.452
H -4.101 2.757 -5.121 0.340 0.033 0.128 0.490
H -3.649 1.058 -5.191 0.179 0.361 0.036 0.456
C -0.881 6.529 -1.146 -0.220 0.691 -0.034 -1.394
H -0.220 6.812 -0.293 -0.222 0.273 -0.344 0.191
H -1.810 7.102 -1.057 0.249 -0.075 0.203 0.401
H -0.376 6.836 -2.076 0.146 -0.141 0.715 0.537
C -3.132 4.583 -0.866 0.120 0.302 -0.258 -1.479
H -3.627 3.804 -1.459 0.172 0.057 0.095 0.231
H -3.697 5.524 -0.971 0.313 -0.285 -0.055 0.380
H -3.163 4.289 0.197 0.126 0.100 -0.534 0.440
Be -0.311 5.213 0.230 1.376 -0.854 2.858 -0.355
C -3.011 -0.970 -3.915 -0.681 0.252 0.537 -0.815
C -2.037 -0.534 -4.745 0.089 -1.131 -0.922 -0.297
C -0.536 -0.654 -4.646 0.745 1.495 0.521 -0.546
C 0.152 0.293 -3.624 0.995 0.127 -0.901 -1.097
C -0.668 1.591 -3.239 -0.215 -0.742 -0.048 0.721
C -1.603 1.174 -2.226 0.064 2.028 1.941 -1.324
C -3.028 0.998 -2.305 -0.743 -0.169 0.044 -0.617
C -3.340 -0.513 -2.519 -0.102 -1.050 0.664 -0.653
C 1.216 4.474 0.355 0.221 0.237 -0.147 -0.654
H -3.739 -1.703 -4.290 -0.529 1.175 -0.608 0.337
H -2.330 -0.405 -5.801 0.073 -1.187 0.050 0.590
H -0.135 -0.405 -5.649 -0.111 -0.494 0.467 0.204
H -0.255 -1.702 -4.376 -0.314 0.813 -0.466 0.332
H 0.266 -0.321 -2.714 -0.148 0.965 -0.028 0.493
H 1.176 0.526 -3.972 -0.114 -0.037 -0.066 0.373
H -0.017 2.386 -2.780 0.089 -0.326 -0.974 0.527
H -1.240 1.269 -1.195 0.144 -0.201 -0.345 0.572
H -3.555 1.573 -3.111 0.121 -0.388 0.677 0.176
H -3.390 1.402 -1.332 -0.618 -0.726 -0.601 0.237
H -2.749 -1.121 -1.814 -0.376 0.562 0.291 0.391
H -4.408 -0.686 -2.316 0.041 -0.417 -0.153 0.466
H 1.524 4.407 1.408 0.128 0.167 -0.325 0.249
H 1.897 5.138 -0.204 0.451 -0.591 0.137 0.090
H 1.203 3.443 -0.055 0.213 0.639 0.024 0.194
Br -1.399 5.496 2.047 -0.117 0.125 -0.548 -0.461


74
Properties=species:S:1:pos:R:3:forces:R:3:mulliken_charge:R:1 method="wB97M-V/def2-TZVPD" energy_ev=-401002.9192 multiplicity=1 e_homo_ha=-0.43472 total_charge=+1
N 2.192 -2.198 2.254 -0.838 -0.541 -1.641 -0.507
C 1.185 -2.816 1.325 2.900 -0.827 -0.594 -0.313
S -0.481 -2.893 2.153 -0.391 0.284 0.506 0.050
C -1.784 -1.976 1.193 -1.138 -0.569 -0.749 -0.319
C -3.186 -2.297 1.944 -1.041 2.688 2.534 0.242
O -3.618 -1.526 2.807 1.804 -2.897 -3.362 -0.406
Br -4.263 -3.924 1.506 1.271 1.125 0.033 -0.035
H 2.512 -1.300 1.867 -0.337 -0.418 0.388 0.278
H 3.013 -2.823 2.234 -0.489 0.463 0.293 0.152
H 1.188 -2.329 0.294 -0.749 -0.607 1.385 0.397
H 1.534 -3.909 1.202 -1.061 1.583 0.024 0.366
H -0.882 -4.225 2.109 0.253 0.987 -0.588 0.260
H -1.595 -0.858 1.286 -0.117 -1.511 0.075 0.333
H -1.809 -2.295 0.097 0.046 0.373 1.517 0.465
C -7.735 -3.511 -0.609 -0.081 -0.002 0.242 0.383
Cl -7.064 -2.362 -1.774 0.095 0.048 -0.016 -0.179
Cl -8.613 -4.808 -1.426 0.033 -0.018 0.095 -0.158
H -6.920 -3.944 -0.031 -0.108 0.029 -0.194 -0.040
H -8.419 -2.983 0.056 0.136 -0.063 -0.212 -0.048
C -5.043 0.205 -0.035 -0.325 -0.061 0.000 0.263
Cl -3.444 0.457 -0.758 0.284 -0.226 0.237 -0.016
Cl -5.774 1.744 0.431 -0.010 -0.130 0.054 -0.138
H -5.686 -0.286 -0.763 0.174 0.146 0.018 -0.141
H -4.940 -0.421 0.849 0.006 0.218 -0.073 0.106
C -11.196 -3.688 0.918 -0.207 -0.162 -0.238 -0.096
Cl -12.771 -2.902 1.066 0.066 -0.076 -0.059 -0.148
Cl -10.040 -3.029 2.086 0.113 -0.033 0.084 -0.174
H -11.314 -4.755 1.101 0.018 0.196 0.083 0.295
H -10.813 -3.526 -0.088 -0.078 0.066 0.176 0.132
C 5.799 -2.706 0.338 0.081 0.035 -0.246 -0.199
Cl 6.237 -1.191 1.134 -0.100 0.032 -0.116 -0.126
Cl 5.215 -3.898 1.509 -0.078 -0.183 0.065 -0.206
H 5.013 -2.509 -0.388 0.108 -0.014 0.221 0.222
H 6.676 -3.107 -0.169 -0.107 0.038 0.170 0.302
C -1.229 3.284 -2.134 -0.223 0.145 0.033 -0.035
Cl 0.007 2.059 -1.834 -0.058 -0.215 -0.014 -0.102
Cl -1.728 3.283 -3.829 0.002 0.156 -0.019 -0.134
H -2.097 3.072 -1.511 0.121 -0.054 -0.102 0.085
H -0.826 4.260 -1.884 0.041 -0.203 -0.143 0.160
C -1.691 -0.517 -4.385 -0.140 0.257 -0.126 0.352
Cl -0.378 -1.411 -3.605 0.148 -0.009 0.066 -0.168
Cl -3.231 -1.369 -4.221 0.236 -0.323 -0.110 -0.156
H -1.777 0.463 -3.918 0.021 -0.178 0.043 -0.441
H -1.461 -0.403 -5.443 -0.004 -0.156 0.166 0.364
C 0.836 4.460 1.468 0.044 0.059 0.318 -0.327
Cl -0.058 5.394 0.260 0.076 0.028 0.220 -0.094
Cl 1.890 3.242 0.729 0.060 0.114 0.205 -0.133
H 1.448 5.147 2.048 -0.030 -0.103 -0.188 0.336
H 0.126 3.955 2.122 0.037 0.051 -0.216 0.243
C 9.628 -0.429 2.585 -0.096 -0.166 0.006 0.122
Cl 10.517 0.000 1.119 -0.057 -0.074 -0.048 -0.142
Cl 10.019 0.668 3.915 -0.091 -0.056 0.090 -0.169
H 8.561 -0.371 2.381 0.213 0.104 0.022 -0.091
H 9.894 -1.445 2.875 0.074 0.197 -0.028 0.286
C 7.591 -0.795 -2.850 0.267 0.295 -0.059 -0.281
Cl 8.940 -1.759 -2.238 -0.053 0.077 0.004 -0.132
Cl 6.064 -1.682 -2.733 -0.114 0.094 -0.219 -0.141
H 7.515 0.120 -2.265 -0.034 -0.222 0.017 0.249
H 7.777 -0.551 -3.895 -0.069 -0.178 0.135 0.330
C -3.956 6.131 0.341 -0.079 0.196 0.109 -0.394
Cl -3.765 4.720 1.387 -0.065 -0.001 0.165 -0.127
Cl -3.213 5.829 -1.232 -0.136 0.194 -0.214 -0.117
H -5.017 6.332 0.201 0.159 -0.152 -0.034 0.323
H -3.476 6.990 0.807 0.054 -0.202 -0.093 0.332
C -5.650 2.521 -3.142 0.007 0.224 0.122 0.025
Cl -6.543 3.360 -4.415 -0.014 0.036 0.107 -0.167
Cl -4.562 1.301 -3.820 -0.476 0.145 0.052 -0.053
H -5.061 3.248 -2.584 -0.025 -0.065 -0.152 0.004
H -6.358 2.031 -2.476 0.078 0.023 -0.200 0.193
C 13.532 2.170 3.267 -0.169 -0.173 -0.022 0.076
Cl 14.374 2.509 4.784 -0.044 -0.093 0.038 -0.156
Cl 13.835 3.437 2.072 -0.064 -0.056 -0.077 -0.156
H 13.886 1.219 2.871 0.051 0.198 0.053 0.248
H 12.462 2.115 3.461 0.219 0.115 -0.019 -0.012


50
Properties=species:S:1:pos:R:3:forces:R:3:mulliken_charge:R:1 method="wB97M-V/def2-TZVPD" energy_ev=-139055.7984 multiplicity=5 e_homo_ha="-0.18985 / -0.14002" s2=6.401
P -0.218 -1.922 -1.155 -1.142 0.347 2.953 1.061
P 0.233 2.218 -1.279 -0.933 -0.267 -0.179 1.495
C -0.390 -0.541 -2.397 0.462 0.265 -0.284 -1.005
C 0.509 0.753 -2.413 -0.045 -0.208 -0.226 -1.205
H -1.456 -0.293 -2.503 0.329 -0.077 0.154 0.359
H -0.119 -1.076 -3.321 -0.048 0.162 0.075 0.589
H 1.575 0.490 -2.343 -0.340 0.044 0.073 0.364
H 0.388 1.196 -3.414 -0.084 0.004 0.095 0.592
C -1.262 2.988 -1.933 -0.099 0.433 -0.460 -1.510
H -1.643 3.729 -1.217 0.133 -0.232 -0.160 0.430
H -2.053 2.253 -2.129 0.286 0.140 0.127 0.358
H -1.005 3.505 -2.871 -0.215 -0.191 0.226 0.472
C 1.591 3.351 -1.567 0.762 0.107 -0.754 -1.414
H 1.404 3.901 -2.511 0.204 -0.300 0.473 0.449
H 2.550 2.799 -1.660 -0.560 0.356 0.130 0.412
H 1.671 4.073 -0.746 -0.069 -0.249 -0.168 0.413
C -1.443 -3.118 -1.730 -0.032 -0.730 -1.440 -1.482
H -1.525 -3.943 -0.994 0.163 0.516 -0.427 0.402
H -1.128 -3.522 -2.700 -0.460 -0.271 0.017 0.479
H -2.431 -2.632 -1.827 0.482 -0.163 0.105 0.396
C 1.394 -2.650 -1.453 0.408 -0.808 -0.758 -1.488
H 2.194 -1.890 -1.488 -0.472 -0.254 0.213 0.348
H 1.353 -3.166 -2.430 0.232 0.043 0.082 0.462
H 1.639 -3.399 -0.677 -0.278 0.546 -0.311 0.382
Fe 1.690 -0.093 4.553 0.110 -0.393 -0.012 0.034
C -0.041 2.207 0.515 0.572 -0.942 1.901 0.162
C -1.338 1.648 0.935 -0.230 1.832 0.192 -1.740
C -1.876 0.526 0.242 0.024 -1.541 -0.802 0.913
C -1.959 -0.808 1.031 -0.655 -0.131 -0.445 -1.195
C -0.837 -1.731 0.558 -1.520 1.038 -1.183 -0.082
C 0.487 -1.257 0.878 2.517 -1.902 1.326 -0.920
C 1.204 -0.058 0.535 0.778 1.261 0.104 1.183
C 1.052 1.330 1.245 0.592 0.425 -0.334 -0.096
C 1.243 -1.948 5.115 0.815 -0.693 -0.019 -1.037
H 0.032 3.267 0.826 0.185 -0.306 -0.304 0.814
H -1.946 2.177 1.647 0.130 0.140 0.335 0.372
H -1.161 0.355 -0.590 -0.896 -0.053 0.388 -1.308
H -2.849 0.759 -0.194 -0.270 -0.040 -0.103 0.737
H -1.787 -0.646 2.106 -0.065 0.010 -0.235 0.391
H -2.945 -1.261 0.882 -0.088 0.049 0.079 0.375
H -1.046 -2.757 0.901 0.454 0.258 -0.111 0.878
H 0.988 -1.902 1.586 0.240 0.193 0.380 0.461
H 1.010 0.158 -0.500 0.220 0.398 -0.546 -1.742
H 2.287 -0.288 0.536 -0.297 0.052 0.214 0.565
H 0.801 1.214 2.309 -0.145 0.161 -0.414 -0.522
H 2.021 1.860 1.196 -0.153 -0.103 0.012 0.350
H 1.764 -1.996 6.087 -0.146 -0.368 -0.079 0.265
H 1.613 -2.759 4.460 -0.146 0.101 0.389 0.247
H 0.161 -2.048 5.285 0.308 0.102 -0.148 0.176
Br -0.397 0.946 4.613 -1.015 1.240 -0.144 -0.640